Density functional theory data (ωB97M-V/def2-TZVPD) for a structure of composition C36H82N6OP2SbSi2V at a distorted geometry.

Its charge is -1. The calculation puts the energy at -4270.850467 Ha. As for the multiplicity: 4. The expectation value of S² is 3.759.

Cartesian coordinates (Å):
V: 0.386 -0.430 0.260
C: 4.910 -0.221 -1.319
Si: 3.119 0.398 -1.391
C: 3.248 2.131 -2.146
C: 2.281 -0.663 -2.710
N: 2.242 0.340 0.080
C: 2.713 0.648 1.357
C: 4.051 0.926 1.649
C: 4.508 1.191 2.936
C: 3.606 1.186 3.981
C: 2.264 0.921 3.722
C: 1.763 0.659 2.439
N: 0.425 0.391 2.149
Si: -0.758 0.535 3.377
C: -2.500 0.210 2.730
C: -0.833 2.273 4.121
C: -0.507 -0.668 4.830
H: 5.207 -0.543 -2.320
H: 5.019 -1.070 -0.641
H: 5.609 0.553 -0.999
H: 4.142 2.205 -2.772
H: 3.311 2.910 -1.387
H: 2.383 2.346 -2.776
H: 1.917 -0.045 -3.535
H: 1.441 -1.232 -2.303
H: 2.997 -1.375 -3.128
H: 4.763 0.930 0.837
H: 5.558 1.396 3.106
H: 3.930 1.380 4.997
H: 1.578 0.918 4.558
H: -2.562 0.311 1.648
H: -3.191 0.925 3.187
H: -2.838 -0.791 2.994
H: -0.915 3.024 3.330
H: 0.048 2.520 4.714
H: -1.713 2.359 4.767
H: 0.474 -1.143 4.798
H: -1.259 -1.460 4.812
H: -0.594 -0.148 5.788
C: -1.016 6.273 1.497
C: 0.463 5.925 1.637
Sb: 0.951 3.987 0.788
C: 3.075 4.353 0.980
C: 3.744 5.466 0.185
C: 0.457 4.582 -1.247
C: 0.922 5.927 -1.792
H: -1.265 7.228 1.967
H: -1.647 5.509 1.957
H: -1.308 6.342 0.446
H: 0.748 5.871 2.690
H: 1.089 6.689 1.172
H: 3.571 3.399 0.820
H: 3.161 4.547 2.054
H: 3.787 5.229 -0.878
H: 4.775 5.611 0.521
H: 3.231 6.424 0.290
H: -0.637 4.539 -1.245
H: 0.791 3.764 -1.884
H: 0.678 6.747 -1.112
H: 0.446 6.152 -2.752
H: 1.997 5.946 -1.953
C: -4.541 -0.533 -3.068
N: -4.157 -0.108 -1.743
C: -4.870 -0.752 -0.654
P: -2.839 0.813 -1.350
O: -1.867 0.142 -0.464
N: -3.499 2.128 -0.585
C: -2.653 2.953 0.265
C: -4.786 2.707 -0.887
N: -2.147 1.247 -2.786
C: -2.500 2.474 -3.471
C: -0.884 0.649 -3.197
H: -4.538 -1.626 -3.136
H: -3.842 -0.146 -3.805
H: -5.550 -0.183 -3.322
H: -4.894 -1.834 -0.813
H: -5.902 -0.390 -0.578
H: -4.364 -0.565 0.293
H: -1.690 2.470 0.421
H: -3.123 3.091 1.243
H: -2.491 3.942 -0.181
H: -5.371 2.033 -1.510
H: -4.687 3.670 -1.405
H: -5.343 2.886 0.038
H: -1.819 3.294 -3.214
H: -3.516 2.781 -3.231
H: -2.450 2.321 -4.553
H: -0.583 -0.121 -2.487
H: -0.101 1.411 -3.239
H: -0.978 0.190 -4.188
C: -1.011 -5.482 1.695
C: -0.609 -4.033 1.408
C: -1.821 -3.135 1.685
C: 0.461 -3.604 2.426
P: 0.053 -3.636 -0.330
N: 0.019 -2.127 -0.635
C: 1.800 -4.384 -0.442
C: 2.007 -5.791 0.126
C: 2.201 -4.413 -1.925
C: 2.777 -3.407 0.243
C: -1.049 -4.522 -1.604
C: -0.938 -6.043 -1.724
C: -0.783 -3.883 -2.979
C: -2.504 -4.158 -1.267
H: -1.271 -5.568 2.756
H: -0.215 -6.198 1.498
H: -1.890 -5.785 1.127
H: -1.985 -3.098 2.766
H: -2.737 -3.502 1.226
H: -1.653 -2.117 1.330
H: 0.010 -3.599 3.422
H: 0.825 -2.592 2.231
H: 1.310 -4.284 2.456
H: 1.330 -6.525 -0.308
H: 1.899 -5.824 1.208
H: 3.029 -6.113 -0.104
H: 1.688 -5.195 -2.483
H: 3.274 -4.617 -1.988
H: 2.014 -3.455 -2.407
H: 2.881 -3.599 1.309
H: 2.466 -2.367 0.115
H: 3.768 -3.516 -0.208
H: 0.031 -6.358 -2.107
H: -1.694 -6.399 -2.432
H: -1.111 -6.555 -0.779
H: 0.101 -4.282 -3.470
H: -0.667 -2.803 -2.872
H: -1.640 -4.082 -3.632
H: -2.885 -4.709 -0.408
H: -3.136 -4.412 -2.124
H: -2.595 -3.088 -1.073


Density functional theory data (ωB97M-V/def2-TZVPD) for a structure of composition C53H33I4N9SSeTi at a distorted geometry.

Its charge is -2. The calculation puts the energy at -7372.217725 Ha. As for the multiplicity: 3. The expectation value of S² is 2.101.

Cartesian coordinates (Å):
Ti: -0.429 -0.199 0.616
I: -0.922 7.240 7.155
C: -0.817 5.684 5.725
C: -1.628 4.573 5.873
C: -1.544 3.552 4.939
C: -0.653 3.619 3.864
C: 0.129 4.767 3.733
C: 0.055 5.798 4.657
C: -0.576 2.494 2.907
C: 0.659 1.825 2.744
C: 1.913 2.243 3.264
C: 2.814 1.244 3.009
C: 2.093 0.192 2.382
C: 2.509 -1.106 2.080
C: 3.623 -1.795 2.684
C: 4.164 -2.969 2.127
C: 5.158 -3.685 2.764
C: 5.678 -3.216 3.960
I: 7.232 -4.286 4.917
C: 5.187 -2.059 4.540
C: 4.165 -1.371 3.917
C: 0.395 -2.250 2.195
N: -0.731 -2.175 1.566
C: -1.560 -3.317 1.551
C: -2.235 -3.456 0.317
C: -2.748 -4.782 -0.096
C: -2.009 -5.558 -0.988
C: -2.488 -6.774 -1.449
C: -3.723 -7.216 -1.010
I: -4.484 -9.052 -1.741
C: -4.478 -6.475 -0.120
C: -3.980 -5.263 0.339
C: -2.359 -2.388 -0.589
C: -3.125 -2.447 -1.787
C: -3.472 -1.156 -2.108
C: -2.907 -0.320 -1.109
N: -2.126 -1.063 -0.268
C: -3.423 0.937 -0.671
C: -2.985 1.541 0.496
C: -3.557 2.756 1.028
C: -2.813 3.126 2.090
C: -1.723 2.185 2.194
N: -1.882 1.179 1.256
C: -4.642 1.439 -1.329
C: -5.823 1.612 -0.596
C: -6.987 2.069 -1.191
C: -6.982 2.344 -2.548
I: -8.753 3.060 -3.459
C: -5.847 2.149 -3.313
C: -4.686 1.702 -2.700
C: -1.435 -4.277 2.520
C: -0.338 -4.229 3.496
N: 0.786 0.593 2.150
H: -2.313 4.498 6.707
H: -2.173 2.678 5.046
H: 0.784 4.862 2.877
H: 0.665 6.683 4.536
H: 2.130 3.184 3.738
H: 3.877 1.265 3.179
H: 3.791 -3.317 1.177
H: 5.522 -4.608 2.333
H: 5.571 -1.709 5.490
H: 3.726 -0.523 4.419
H: -1.045 -5.194 -1.320
H: -1.901 -7.365 -2.139
H: -5.449 -6.826 0.204
H: -4.571 -4.669 1.025
H: -3.407 -3.350 -2.305
H: -4.104 -0.836 -2.919
H: -4.389 3.293 0.608
H: -2.943 4.006 2.696
H: -5.829 1.356 0.455
H: -7.885 2.205 -0.603
H: -5.856 2.358 -4.374
H: -3.787 1.572 -3.289
H: -2.044 -5.170 2.479
H: -0.551 -4.622 4.484
C: 1.240 -2.912 -2.209
C: 1.113 -2.158 -0.914
N: 0.595 -0.909 -0.926
N: 0.562 -0.327 -2.175
C: 0.355 0.937 -2.197
N: 0.427 1.602 -3.405
S: -0.057 1.856 -0.783
C: 1.511 -2.701 0.289
C: 1.583 -4.125 0.508
C: 1.454 -4.868 1.630
C: 1.126 -4.465 3.018
C: 0.638 -3.094 3.388
N: 1.448 -1.801 1.425
H: 1.337 -2.190 -3.013
H: 0.331 -3.497 -2.375
H: 2.106 -3.571 -2.200
H: 1.092 1.177 -4.037
H: 0.590 2.588 -3.280
H: 1.754 -4.690 -0.403
H: 1.558 -5.943 1.519
H: 1.736 -4.963 3.765
H: 1.045 -2.600 4.261
Se: 3.590 0.533 -0.494
C: 3.701 0.878 -2.248
N: 3.771 1.116 -3.387


Density functional theory data (ωB97M-V/def2-TZVPD) for a structure of composition C21H42BrN3O2PdSi.

The value obtained for the energy above the lowest of the compared OMol25 structures with the same formula, charge and spin is 0.0 kJ/mol. Its charge is +4. The calculation puts the energy at -4130.108399 Ha.

Cartesian coordinates (Å):
Pd: -1.129 0.769 0.938
O: -1.230 0.605 3.198
C: -1.898 1.784 3.739
C: -0.956 2.975 3.796
C: -0.129 3.177 2.521
C: -0.880 3.588 1.282
C: -1.149 4.917 0.991
C: -1.711 5.266 -0.226
C: -1.985 4.274 -1.163
C: -1.743 2.962 -0.827
N: -1.227 2.646 0.380
H: -0.604 0.264 3.851
H: -2.297 1.543 4.722
H: -2.741 1.952 3.068
H: -0.262 2.856 4.630
H: -1.547 3.866 4.017
H: 0.450 2.268 2.308
H: 0.626 3.942 2.705
H: -0.873 5.675 1.713
H: -1.910 6.305 -0.456
H: -2.389 4.509 -2.137
H: -1.960 2.143 -1.497
C: 5.139 -5.348 -4.576
C: 6.261 -4.771 -3.843
C: 7.100 -5.624 -3.012
C: 6.648 -3.386 -4.085
Si: 3.082 -3.648 0.681
Br: 1.908 -1.868 0.115
C: 2.191 -5.248 0.474
C: 3.084 -6.472 0.253
C: 1.684 -5.217 1.959
C: 1.015 -5.231 -0.497
C: 4.587 -3.216 1.694
C: 5.452 -2.216 0.905
C: 5.406 -4.464 2.052
C: 4.059 -2.548 2.985
H: 5.558 -5.579 -5.574
H: 4.345 -4.630 -4.774
H: 4.779 -6.289 -4.169
H: 7.803 -6.080 -3.738
H: 6.569 -6.469 -2.579
H: 7.721 -5.084 -2.301
H: 7.335 -3.451 -4.953
H: 7.241 -2.950 -3.284
H: 5.829 -2.751 -4.414
H: 3.935 -6.512 0.931
H: 3.447 -6.514 -0.774
H: 2.487 -7.370 0.425
H: 2.486 -5.329 2.692
H: 1.025 -6.081 2.083
H: 1.080 -4.335 2.201
H: 1.349 -5.188 -1.534
H: 0.333 -4.400 -0.317
H: 0.450 -6.157 -0.371
H: 5.923 -2.683 0.038
H: 6.254 -1.871 1.561
H: 4.896 -1.338 0.576
H: 5.798 -4.976 1.172
H: 4.846 -5.180 2.653
H: 6.261 -4.144 2.652
H: 3.493 -1.639 2.781
H: 4.929 -2.265 3.583
H: 3.456 -3.225 3.593
N: -4.686 -0.544 -0.772
C: -3.892 0.348 -0.205
N: -4.407 1.437 0.368
O: -2.627 0.111 -0.224
H: -5.681 -0.404 -0.864
H: -4.287 -1.376 -1.175
H: -5.399 1.621 0.350
H: -3.806 2.189 0.654


Density functional theory data (ωB97M-V/def2-TZVPD) for a structure of composition C20H26Cu2N5O at a distorted geometry.

The value obtained for the energy above the lowest of the compared OMol25 structures with the same formula, charge and spin is 11.7 kJ/mol. The calculation puts the energy at -4407.501848 Ha. As for the multiplicity: 2. The expectation value of S² is 0.757.

Cartesian coordinates (Å):
Cu: 2.433 0.339 1.555
Cu: 0.904 3.141 1.361
O: 0.330 0.945 1.031
H: 0.031 0.859 0.105
N: -2.350 1.466 1.662
C: -3.386 1.296 0.774
C: -4.482 1.807 1.367
C: -4.168 2.202 2.694
C: -2.821 2.010 2.843
H: -1.406 1.296 1.345
H: -3.245 0.948 -0.239
H: -5.457 1.759 0.906
H: -4.856 2.606 3.421
H: -2.163 2.175 3.683
N: 2.148 -0.628 -0.943
C: 3.472 -0.281 -0.694
C: 4.164 -1.380 -0.157
C: 3.184 -2.375 0.051
C: 2.020 -1.925 -0.450
H: 1.408 -0.091 -1.372
H: 3.866 0.583 -1.209
H: 5.224 -1.430 0.039
H: 3.263 -3.348 0.513
H: 1.112 -2.495 -0.580
N: 3.326 3.255 -1.174
C: 2.458 2.769 -2.178
C: 2.845 3.432 -3.349
C: 3.894 4.276 -3.022
C: 4.124 4.207 -1.706
H: 3.279 2.989 -0.201
H: 1.756 1.974 -1.971
H: 2.532 3.451 -4.383
H: 4.362 4.879 -3.787
H: 4.816 4.689 -1.031
N: -0.750 -1.684 2.019
C: -1.982 -1.812 2.568
C: -2.234 -3.138 2.955
C: -1.090 -3.843 2.538
C: -0.165 -2.938 1.997
H: -0.234 -0.831 1.855
H: -2.550 -0.913 2.755
H: -3.097 -3.601 3.409
H: -0.980 -4.909 2.673
H: 0.903 -2.995 1.849
N: -2.331 -2.123 -0.833
C: -1.418 -1.239 -1.267
C: -1.313 -1.215 -2.648
C: -2.180 -2.203 -3.103
C: -2.817 -2.732 -1.969
H: -2.610 -2.213 0.133
H: -1.045 -0.493 -0.580
H: -0.852 -0.496 -3.308
H: -2.364 -2.471 -4.133
H: -3.510 -3.546 -1.814


Density functional theory data (ωB97M-V/def2-TZVPD) for a cluster of 2 separate species, C7H10N4O2 in total at a distorted geometry.

Its charge is -2. The calculation puts the energy at -642.041107 Ha.

Cartesian coordinates (Å):
C: 3.350 -0.463 -0.059
C: 0.248 -2.936 -0.190
C: 0.638 0.998 0.888
C: 0.232 0.007 -1.377
C: -1.381 -0.394 0.645
C: 0.766 -1.649 0.462
C: 0.112 -0.317 0.062
N: 4.179 -0.691 -1.051
N: 3.694 0.423 0.839
N: 5.216 0.024 -0.716
N: 4.952 0.705 0.407
O: -0.721 -2.774 -0.992
O: 0.760 -4.003 0.251
H: -0.030 1.874 0.827
H: 1.595 1.276 0.711
H: 0.577 0.549 1.870
H: -0.207 1.053 -1.520
H: 1.353 -0.096 -1.609
H: -0.038 -0.740 -2.117
H: -1.189 -0.423 1.753
H: -2.070 0.562 0.334
H: -1.850 -1.287 0.228
H: 1.417 -1.696 1.451